# 1
Molecular formula: C4H10O2
Method: DFT, ωB97M-V with the def2-TZVPD basis set

Geometry as XYZ:
```
16
Properties=species:S:1:pos:R:3:nbo_charge:R:1
C 1.6759 0.5133 -0.3547 -0.711
C 0.2129 0.5932 -0.0755 0.614
C -0.3096 -1.3331 1.0006 -0.982
O -0.1475 1.4724 0.8207 -0.653
C -0.9026 0.3330 -1.0676 -0.177
O -2.0123 0.1964 -0.2723 -0.790
H 1.8682 0.9460 -1.3437 0.248
H 2.2397 1.0697 0.3966 0.242
H 2.0159 -0.5240 -0.3768 0.250
H 0.4717 -1.8378 0.4254 0.205
H 0.0919 -1.0060 1.9637 0.213
H -1.0609 -2.1119 1.2082 0.250
H -1.1489 1.3901 0.7821 0.517
H -0.9585 1.2324 -1.7039 0.211
H -0.6627 -0.5327 -1.7055 0.173
H -1.3083 -0.6063 0.4652 0.389
```

Values from the calculation:
HOMO-LUMO gap ... 9.279 eV
HOMO energy ... -8.8380 eV

# 2
Molecular formula: C42H59AsBrCrNP2S4Si
Method: DFT, ωB97M-V with the def2-TZVPD basis set

Geometry as XYZ:
```
112
Properties=species:S:1:pos:R:3:mulliken_charge:R:1
Cr -0.7630 -0.3835 0.1987 -0.433
C 2.1829 -0.9221 -2.4394 -1.984
Si 1.4100 0.0411 -0.9411 2.787
C 1.3677 1.8087 -1.6708 0.716
C 2.5142 2.4444 -2.1416 -0.159
C 2.4796 3.6740 -2.7844 -1.059
C 1.2541 4.2680 -3.0207 -1.452
C 0.0952 3.6427 -2.5769 -0.380
C 0.1286 2.4476 -1.8626 0.297
P -1.4019 1.5630 -1.2563 0.931
C -2.0346 1.0941 -3.0046 0.319
C -2.6961 2.1672 -3.9051 -0.580
C -2.5017 1.8819 -5.4001 -1.013
C -2.6551 0.3887 -5.6655 -0.876
C -1.5214 -0.3950 -4.9804 -0.509
C -0.9437 0.3750 -3.7887 0.159
C -2.8195 2.7464 -0.8423 1.311
C -3.7187 2.4226 0.3707 -0.861
C -3.3292 3.0212 1.7181 0.677
C -3.0216 4.5102 1.6145 -1.129
C -2.0174 4.7801 0.4966 -0.390
C -2.5841 4.2667 -0.8228 -1.316
C 2.8634 -0.0027 0.3056 0.556
C 4.1879 0.3066 -0.0197 -0.531
C 5.1680 0.4288 0.9538 -1.226
C 4.8371 0.2425 2.2904 -1.026
C 3.5488 -0.1372 2.6268 0.116
C 2.5746 -0.2997 1.6442 -0.037
P 0.9667 -1.1428 1.9188 -0.189
C 0.5057 -0.8540 3.6929 1.653
C 1.0877 -1.8157 4.7363 -0.894
C 0.2927 -1.7005 6.0433 -0.936
C -0.0308 -0.2395 6.4027 -0.499
C 0.9011 0.7115 5.6612 -1.117
C 0.6440 0.6166 4.1562 -0.621
C 1.5603 -2.9113 1.8572 0.151
C 2.9262 -3.2544 2.4890 -1.159
C 4.0657 -3.3229 1.4731 -0.126
C 3.7887 -4.3280 0.3343 -0.979
C 2.3047 -4.6808 0.2357 -1.669
C 1.4798 -3.4134 0.4137 0.373
H 2.7177 -0.2156 -3.0790 0.763
H 1.4690 -1.4357 -3.0783 0.255
H 2.9051 -1.6649 -2.0906 0.357
H 3.4787 1.9725 -2.0064 0.077
H 3.3979 4.1480 -3.1108 0.388
H 1.1885 5.2113 -3.5504 0.406
H -0.8412 4.1158 -2.8168 0.197
H -2.8079 0.3459 -2.7788 0.357
H -2.3329 3.1696 -3.6766 -0.065
H -3.7722 2.1887 -3.7066 0.424
H -1.5074 2.2071 -5.7222 0.306
H -3.2212 2.4622 -5.9854 0.569
H -2.6762 0.1745 -6.7372 0.521
H -3.6236 0.0684 -5.2686 0.282
H -0.7259 -0.6020 -5.7028 0.514
H -1.8943 -1.3655 -4.6449 -0.075
H -0.2014 1.1036 -4.1314 0.489
H -0.3996 -0.3041 -3.1339 -1.521
H -3.4663 2.5532 -1.7027 0.079
H -3.9105 1.3545 0.4611 -0.481
H -4.6909 2.8581 0.0894 0.709
H -2.4606 2.4991 2.1107 -0.691
H -4.1387 2.8360 2.4296 0.434
H -2.6523 4.8875 2.5724 0.444
H -3.9424 5.0681 1.3866 0.328
H -1.0744 4.2708 0.7127 0.135
H -1.8058 5.8523 0.4146 0.407
H -1.9991 4.6283 -1.6612 0.243
H -3.5828 4.7127 -0.9456 0.617
H 4.4671 0.4576 -1.0557 0.290
H 6.1850 0.6811 0.6745 0.337
H 5.5871 0.3674 3.0623 0.398
H 3.3010 -0.3216 3.6653 0.128
H -0.5701 -1.0679 3.6693 -0.853
H 2.1455 -1.6049 4.9280 0.187
H 1.0348 -2.8480 4.3918 0.102
H 0.8606 -2.1758 6.8513 0.523
H -0.6383 -2.2610 5.9314 0.274
H 0.0167 -0.0922 7.4854 0.474
H -1.0522 -0.0120 6.0881 0.105
H 1.9461 0.4727 5.9003 0.297
H 0.7407 1.7432 5.9862 0.517
H 1.4111 1.1603 3.6021 0.328
H -0.3012 1.1067 3.9224 0.213
H 0.7751 -3.4394 2.4079 1.333
H 2.8395 -4.2248 2.9927 0.610
H 3.1910 -2.5439 3.2696 0.335
H 4.9857 -3.5999 1.9956 0.675
H 4.2398 -2.3260 1.0629 -0.486
H 4.3945 -5.2308 0.4560 0.408
H 4.0914 -3.8804 -0.6175 0.374
H 2.0242 -5.4024 1.0100 0.375
H 2.0908 -5.1577 -0.7247 0.441
H 0.4254 -3.5632 0.1728 0.701
H 1.8689 -2.6553 -0.2800 -1.344
S -4.8393 -1.0110 0.9355 -0.617
As -2.9272 -0.9061 1.9590 0.626
S -0.2806 1.6056 1.1329 -0.192
S -1.9066 -2.8127 1.8397 -0.423
S -3.0127 -0.0605 3.9048 -0.551
Br -3.2381 -5.0918 -4.2346 -0.211
C -2.5481 -3.7936 -3.0301 -0.213
C -3.4014 -2.8986 -2.4254 -0.816
C -2.8434 -1.9521 -1.5642 -0.404
N -1.5336 -1.8992 -1.3140 1.163
C -0.7284 -2.7879 -1.9087 -0.127
C -1.1839 -3.7610 -2.7845 -1.510
H -4.4703 -2.9139 -2.5724 0.536
H -3.4979 -1.2664 -1.0284 -0.240
H 0.3212 -2.7260 -1.6706 0.346
H -0.4961 -4.4533 -3.2447 0.525
```

Values from the calculation:
HOMO-LUMO gap (alpha / beta) ... 4.371 / 4.994 eV
HOMO energy (alpha / beta) ... -0.7787 / -1.4021 eV
Charge ... -2
Multiplicity ... 5

# 3
Molecular formula: C30H40NO6Pd
Method: DFT, ωB97M-V with the def2-TZVPD basis set

Geometry as XYZ:
```
78
Properties=species:S:1:pos:R:3:mulliken_charge:R:1
Pd -2.6805 -0.6820 -0.8591 0.597
C 2.9064 0.4265 3.3857 -1.575
C 2.7370 -1.0507 2.9958 2.174
C 3.0085 -1.9017 4.2389 -2.352
C 3.7752 -1.4146 1.9251 -1.366
C 1.3271 -1.2690 2.4373 -0.695
C 0.9359 -0.5595 1.3605 -0.507
C -0.3813 -0.7322 0.8214 0.442
N -0.8424 -0.2543 -0.3000 -0.101
C -0.2938 0.7168 -1.1481 -1.141
C 1.0587 0.9851 -1.3812 -0.502
C 1.4399 1.9982 -2.2291 -1.346
C 0.4243 2.7395 -2.8653 0.410
C -0.9278 2.4986 -2.7051 -0.711
C -1.3149 1.4617 -1.8145 2.114
O -2.5596 1.1766 -1.5794 -1.403
C -1.9985 3.2615 -3.4885 2.362
C -2.7812 2.2718 -4.3676 -1.593
C -2.9648 3.9587 -2.5168 -1.658
C -1.3941 4.3317 -4.4007 -2.215
C 2.9322 2.2565 -2.4637 2.228
C 3.6117 2.5878 -1.1262 -1.314
C 3.1718 3.4243 -3.4201 -2.375
C 3.5910 1.0053 -3.0645 -1.621
C -1.3857 -1.4683 1.6543 0.967
O -2.5588 -1.1910 1.5308 -0.691
C -0.8730 -2.4066 2.6561 -0.184
C 0.4176 -2.2437 3.0192 -0.166
C -1.7614 -3.4453 3.3524 1.888
C -2.0462 -2.9636 4.7852 -1.721
C -1.0339 -4.8002 3.3984 -1.807
C -3.0975 -3.6770 2.6310 -2.036
H 3.9018 0.5938 3.8074 0.454
H 2.1615 0.7158 4.1314 0.362
H 2.7875 1.0853 2.5232 0.226
H 4.0019 -1.6647 4.6255 0.460
H 2.9854 -2.9700 4.0109 0.386
H 2.2835 -1.7016 5.0318 0.439
H 4.7865 -1.2556 2.3102 0.449
H 3.6538 -0.8041 1.0270 0.131
H 3.6777 -2.4633 1.6327 0.350
H 1.6196 0.1353 0.9065 0.790
H 1.8145 0.3425 -0.9571 1.112
H 0.7177 3.5223 -3.5492 0.566
H -3.2501 1.4958 -3.7648 0.361
H -2.1122 1.7967 -5.0906 0.332
H -3.5643 2.8014 -4.9198 0.423
H -3.4718 3.2352 -1.8795 0.303
H -3.7167 4.5179 -3.0816 0.467
H -2.4201 4.6625 -1.8799 0.330
H -0.7369 3.8989 -5.1601 0.412
H -0.8297 5.0785 -3.8345 0.417
H -2.2051 4.8489 -4.9178 0.425
H 3.1349 3.4523 -0.6572 0.337
H 4.6718 2.8155 -1.2785 0.476
H 3.5438 1.7487 -0.4282 0.075
H 2.7318 4.3516 -3.0433 0.404
H 2.7569 3.2225 -4.4108 0.432
H 4.2475 3.5841 -3.5321 0.441
H 3.4890 0.1414 -2.4037 0.270
H 4.6588 1.1777 -3.2337 0.433
H 3.1256 0.7504 -4.0201 0.371
H 0.7900 -2.8686 3.8194 0.339
H -1.1238 -2.8595 5.3649 0.303
H -2.6977 -3.6788 5.2958 0.443
H -2.5506 -1.9939 4.7675 0.375
H -0.1225 -4.7774 4.0003 0.334
H -0.7738 -5.1266 2.3890 0.393
H -1.6986 -5.5483 3.8365 0.484
H -3.7299 -2.7917 2.6362 0.365
H -3.6251 -4.4861 3.1425 0.463
H -2.9541 -3.9756 1.5895 0.342
O -6.1745 -2.4975 -0.9016 -0.635
C -5.0060 -2.2026 -1.0021 0.438
O -4.5666 -1.0256 -1.3938 -0.619
C -3.8789 -3.2230 -0.7185 0.829
O -4.0997 -4.4000 -0.5265 -0.666
O -2.6746 -2.7016 -0.7258 -0.720
```

Values from the calculation:
HOMO-LUMO gap ... 5.871 eV
HOMO energy ... -4.9822 eV
Charge ... -1

Short version: energy = -308.75893, -10109.92948, -1801.34387 hartree, in the order given.